Computed, not measured: C13H16N4O4S as an isolated structure in a non-equilibrium geometry, with ωB97M-V/def2-TZVPD.

The HOMO-LUMO gap is 7.9 eV. The HOMO energy is -9.322 eV. For the relative energy (zero: lowest compared OMol25 entry of this formula, charge and spin), the calculation gives 6.3910 eV. The electronic energy is -1422.99344 a.u. Its total charge is 0.

Structure (XYZ):
```
38
Properties=species:S:1:pos:R:3:nbo_charge:R:1
O 4.864 3.807 0.606 -0.36
O -2.655 -1.785 3.253 -0.91
O -2.413 0.598 3.467 -0.97
O 5.783 1.837 0.883 -0.37
N -2.922 -0.298 1.057 -0.81
C -2.130 -0.958 0.173 0.55
C 3.340 0.663 1.264 -0.17
C 2.363 2.724 0.461 -0.18
C 2.048 0.113 1.372 -0.23
C 1.094 2.153 0.508 -0.19
C 3.508 1.978 0.801 0.08
C 0.929 0.839 0.988 -0.02
N -0.577 -0.547 2.283 -0.85
N 4.790 2.576 0.764 0.49
N -0.856 -0.631 0.131 -0.39
C -0.453 0.308 1.151 0.06
C -2.802 -1.842 -0.819 -0.48
C 0.060 -1.141 -0.955 -0.23
C -2.811 -1.233 -2.241 -0.39
C -0.354 -0.610 -2.322 -0.41
C -1.491 -1.375 -2.978 -0.40
S -2.192 -0.552 2.578 2.31
H 4.164 0.014 1.553 0.25
H 2.454 3.776 0.082 0.26
H 1.823 -0.891 1.701 0.24
H 0.231 2.739 0.140 0.23
H -0.178 -0.097 3.116 0.42
H -1.148 1.158 1.187 0.24
H -2.260 -2.788 -0.781 0.23
H -3.783 -1.956 -0.440 0.26
H 1.098 -0.793 -0.800 0.24
H 0.084 -2.250 -0.938 0.22
H -3.023 -0.162 -2.187 0.21
H -3.646 -1.706 -2.774 0.22
H 0.485 -0.688 -2.993 0.22
H -0.602 0.463 -2.239 0.21
H -1.244 -2.465 -3.066 0.20
H -1.580 -0.976 -3.987 0.22
```